No. 1
The following is a DFT calculation (ωB97M-V/def2-TZVPD) of a 4-piece molecular cluster, C21H16F34N2O5S overall.

E_HOMO: -10.865 eV
SMILES: [H]/N=C/CN(C(F)(F)C(F)(F)C(F)(F)C(F)(F)F)S(=O)(=O)F.FC(F)C(F)(F)COC(F)(F)C(F)F.FC(F)C(F)(F)COC(F)(F)C(F)F.FC(F)C(F)(F)COC(F)(F)C(F)F
gap between HOMO and LUMO: 11.27 eV

Cartesian coordinates (Å):
N: -5.258 1.819 -5.767
C: -5.730 0.989 -4.935
C: -5.345 -0.470 -5.037
N: -4.486 -1.026 -3.960
C: -3.163 -1.446 -4.355
F: -2.575 -2.128 -3.361
F: -3.318 -2.306 -5.395
C: -2.157 -0.319 -4.829
F: -2.737 0.878 -4.719
F: -1.075 -0.333 -4.017
C: -1.643 -0.451 -6.289
F: -0.948 0.678 -6.539
F: -2.681 -0.491 -7.138
C: -0.683 -1.675 -6.545
F: -1.122 -2.374 -7.581
F: 0.541 -1.258 -6.805
F: -0.633 -2.480 -5.488
S: -4.790 -0.412 -2.451
O: -6.203 -0.466 -2.292
O: -4.054 0.772 -2.190
F: -4.164 -1.532 -1.583
H: -5.649 2.746 -5.603
H: -6.464 1.270 -4.176
H: -4.857 -0.616 -6.001
H: -6.262 -1.065 -5.051
C: 0.258 -1.866 -1.335
C: -0.212 -1.065 -0.114
C: 0.856 -0.528 0.841
F: 1.562 -1.529 1.412
F: 0.248 0.161 1.836
F: -1.142 -1.762 0.576
F: -0.819 0.049 -0.615
O: 0.215 -3.280 -1.271
C: 1.238 -4.013 -0.740
C: 0.781 -4.855 0.457
F: 0.243 -4.071 1.412
F: 1.858 -5.483 0.977
F: 2.287 -3.240 -0.421
F: 1.641 -4.888 -1.688
H: -0.468 -1.624 -2.108
H: 1.223 -1.509 -1.695
H: 1.540 0.143 0.318
H: 0.045 -5.593 0.136
C: 4.632 0.566 2.723
C: 4.679 -0.078 1.330
C: 4.621 -1.604 1.236
F: 5.676 -2.181 1.842
F: 4.640 -1.952 -0.071
F: 5.728 0.395 0.631
F: 3.536 0.345 0.697
O: 5.855 0.971 3.308
C: 6.623 0.134 4.068
C: 8.003 -0.103 3.440
F: 7.882 -0.612 2.199
F: 8.677 -0.989 4.205
F: 5.998 -1.022 4.345
F: 6.852 0.760 5.245
H: 4.099 1.503 2.569
H: 4.031 -0.027 3.413
H: 3.696 -1.978 1.682
H: 8.555 0.837 3.393
C: -1.183 2.076 4.230
C: -0.095 3.092 3.843
C: 0.365 4.093 4.908
F: -0.642 4.889 5.309
F: 1.331 4.875 4.371
F: -0.449 3.744 2.717
F: 1.023 2.361 3.554
O: -2.515 2.362 3.846
C: -3.367 3.110 4.607
C: -3.807 4.393 3.890
F: -2.743 5.147 3.557
F: -4.593 5.106 4.728
F: -2.871 3.368 5.830
F: -4.493 2.379 4.780
H: -0.941 1.182 3.660
H: -1.116 1.800 5.283
H: 0.780 3.567 5.772
H: -4.367 4.139 2.989

No. 2
The following is a DFT calculation (ωB97M-V/def2-TZVPD) of an isolated ion of composition C3H7N2O3P2 and charge +1.

E_HOMO: -13.577 eV
SMILES: O=P(O)(O)Pn1cc[nH+]c1
net charge: +1
gap between HOMO and LUMO: 8.80 eV

Cartesian coordinates (Å):
O: -1.310 1.912 0.989
P: -0.643 2.208 -0.449
O: 0.974 2.870 -0.326
O: -1.776 3.328 -1.235
P: -0.422 0.341 -1.638
N: 0.039 -0.884 -0.426
C: -0.261 -2.358 -0.589
C: 0.352 -2.974 0.806
N: 0.943 -1.851 1.631
C: 0.783 -0.536 0.877
H: 1.221 2.988 0.641
H: -2.655 2.812 -1.167
H: 0.616 0.511 -2.633
H: -0.780 -2.964 -1.448
H: 0.380 -4.092 1.161
H: 1.412 -1.854 2.577
H: 1.127 0.543 1.229

No. 3
The following is a DFT calculation (ωB97M-V/def2-TZVPD) of a 10-piece molecular cluster, C4H29N2O11 overall.

E_HOMO: -6.198 eV
net charge: -1
gap between HOMO and LUMO: 8.99 eV

Cartesian coordinates (Å):
C: -1.772 0.686 -0.982
N: -0.771 -0.348 -1.338
C: -1.845 0.955 0.545
C: -3.148 0.190 1.113
O: -2.830 -0.963 1.869
N: -1.894 2.348 0.975
C: -0.605 3.022 0.903
O: 0.394 2.510 1.738
H: -2.662 0.253 -1.515
H: -1.612 1.689 -1.389
H: 0.075 -0.243 -0.813
H: -0.706 -0.374 -2.345
H: -1.038 0.357 1.012
H: -3.660 0.987 1.650
H: -3.907 -0.180 0.393
H: -2.122 -1.425 1.343
H: -2.177 2.366 1.937
H: -0.258 3.142 -0.146
H: -0.737 4.046 1.260
H: -1.133 -2.283 -1.091
H: -0.098 -3.426 -1.170
O: -1.041 -3.264 -1.112
H: 1.889 1.218 -3.231
H: 1.031 1.503 -2.174
O: 1.112 1.791 -3.112
H: 2.936 -1.636 -0.771
H: 3.838 -2.813 -1.156
O: 3.278 -2.120 -1.557
H: 0.967 1.729 1.202
H: 2.060 1.592 -0.244
O: 1.412 0.967 0.093
H: 1.279 1.327 3.233
H: 0.822 0.126 2.308
O: 1.406 0.393 3.019
H: 3.827 -0.564 -2.383
H: 3.471 0.149 -1.059
O: 3.584 0.309 -2.001
H: 2.100 -0.393 0.759
H: 3.110 -0.774 1.791
O: 2.886 -1.000 0.882
H: -4.540 -1.360 -1.349
H: -3.972 0.121 -1.283
O: -4.704 -0.472 -1.721
H: 1.762 -3.486 2.735
H: 2.186 -2.933 1.375
O: 1.806 -3.717 1.806

No. 4
The following is a DFT calculation (ωB97M-V/def2-TZVPD) of one molecule with the formula C4H13N3.

E_HOMO: -8.561 eV
SMILES: NCCNCCN
gap between HOMO and LUMO: 9.69 eV

Cartesian coordinates (Å):
N: -1.330 -0.390 2.405
C: 0.058 -0.839 2.323
C: 0.840 -0.026 1.322
N: 0.504 -0.325 -0.068
C: -0.154 0.764 -0.824
C: 0.459 0.913 -2.194
N: 0.093 -0.251 -3.037
H: -1.829 -0.711 3.224
H: -1.863 -0.745 1.619
H: 0.521 -0.758 3.299
H: 0.167 -1.899 2.083
H: 1.896 -0.204 1.505
H: 0.730 1.040 1.526
H: -0.133 -1.108 -0.096
H: -0.024 1.696 -0.278
H: -1.225 0.559 -0.956
H: 1.546 0.865 -2.085
H: 0.179 1.863 -2.651
H: -0.917 -0.306 -3.149
H: 0.481 -0.138 -3.968

No. 5
The following is a DFT calculation (ωB97M-V/def2-TZVPD) of C14H35F3O7PtS4 as an isolated structure.

E_HOMO (spin up / spin down): -6.142 / -6.232 eV
multiplicity: 3
gap between HOMO and LUMO (spin up / spin down): 6.10 / 6.19 eV
expectation value of S²: 2.0042

Cartesian coordinates (Å):
Pt: 7.232 -32.747 6.689
C: 6.025 -32.016 9.929
O: 6.641 -32.791 10.974
O: 6.613 -32.258 8.778
C: 4.503 -32.261 9.888
F: 3.935 -31.832 11.043
F: 3.918 -31.561 8.902
F: 4.139 -33.538 9.725
C: 6.595 -32.239 12.285
C: 6.916 -33.404 13.204
H: 6.079 -34.099 13.123
H: 7.872 -33.859 12.950
H: 6.937 -33.162 14.272
H: 5.582 -31.921 12.527
H: 7.304 -31.413 12.396
H: 6.169 -30.965 10.234
C: 9.339 -36.079 5.180
C: 8.162 -36.032 6.132
O: 7.949 -34.810 6.749
H: 9.246 -37.028 4.636
H: 10.313 -36.019 5.661
H: 9.265 -35.264 4.448
H: 8.423 -36.698 6.981
H: 7.249 -36.522 5.745
C: 6.699 -27.934 5.791
S: 6.076 -29.628 5.515
O: 7.004 -30.591 6.219
C: 4.574 -29.449 6.542
H: 6.960 -27.811 6.839
H: 5.962 -27.194 5.477
H: 7.557 -27.806 5.133
H: 4.000 -28.753 5.920
H: 4.773 -28.943 7.484
H: 4.064 -30.398 6.655
C: 6.774 -31.758 2.105
S: 7.646 -33.034 3.096
O: 7.234 -32.720 4.515
C: 6.546 -34.396 2.618
H: 7.047 -30.777 2.488
H: 5.683 -31.803 2.184
H: 6.944 -31.831 1.028
H: 6.309 -34.300 1.558
H: 5.642 -34.316 3.216
H: 7.058 -35.341 2.787
C: 10.040 -30.306 5.193
S: 10.541 -31.555 6.408
O: 9.324 -32.144 7.074
C: 10.993 -32.854 5.229
H: 9.881 -29.316 5.605
H: 9.128 -30.671 4.720
H: 10.854 -30.313 4.465
H: 10.120 -33.243 4.718
H: 11.495 -33.599 5.842
H: 11.728 -32.501 4.500
C: 4.009 -35.239 7.364
S: 3.780 -33.538 6.769
O: 5.111 -33.209 6.170
C: 2.658 -33.983 5.445
H: 4.812 -35.177 8.099
H: 4.313 -35.840 6.509
H: 3.131 -35.675 7.838
H: 2.435 -33.061 4.898
H: 1.730 -34.389 5.843
H: 3.061 -34.664 4.693

No. 6
The following is a DFT calculation (ωB97M-V/def2-TZVPD) of one molecule with the formula C23H20N4O2S.

E_HOMO: -7.288 eV
SMILES: O=C(NCCc1c[nH]c2ccccc12)/C(=C/c1cccnc1)NC(=O)c1cccs1
gap between HOMO and LUMO: 6.66 eV

Cartesian coordinates (Å):
O: 1.390 3.077 -0.989
C: 1.222 1.906 -1.344
N: 2.059 1.167 -1.992
C: 3.361 1.342 -2.121
H: 3.675 0.898 -3.240
H: 3.365 2.367 -1.927
C: 4.014 0.514 -0.831
C: 3.399 0.869 0.193
C: 3.275 2.042 0.918
N: 2.527 1.820 2.072
C: 1.944 0.792 2.108
C: 1.009 0.065 2.852
C: 0.847 -1.542 2.612
C: 1.430 -1.968 1.700
C: 2.264 -1.454 0.661
C: 2.509 -0.123 1.114
H: 2.746 -2.149 0.020
H: 1.139 -3.157 1.618
H: 0.246 -1.773 3.317
H: 0.642 0.552 3.899
H: 2.186 2.592 2.633
H: 3.680 3.056 0.972
H: 4.134 -0.310 -1.168
H: 5.060 1.080 -0.804
H: 1.595 0.290 -2.394
C: -0.213 1.409 -0.976
C: -1.243 2.128 -0.768
C: -2.581 2.271 -0.352
C: -3.335 3.070 0.541
C: -4.510 2.864 0.953
C: -5.161 1.815 0.521
N: -4.637 0.746 -0.301
C: -3.348 1.011 -0.595
H: -3.021 0.071 -1.294
H: -6.205 1.417 0.923
H: -5.012 3.858 1.502
H: -2.698 4.027 0.485
H: -0.950 3.360 -0.648
N: -0.556 0.093 -0.596
C: -0.284 -1.014 -1.060
O: 0.694 -1.361 -1.925
C: -0.949 -2.231 -0.302
C: -1.903 -2.468 0.427
C: -2.160 -3.906 0.713
C: -1.457 -4.579 -0.104
S: -0.098 -3.916 -1.092
H: -1.299 -5.821 0.040
H: -2.730 -4.212 1.432
H: -2.289 -1.510 0.761
H: -1.383 0.041 0.151

No. 7
The following is a DFT calculation (ωB97M-V/def2-TZVPD) of C13H27CoN9O3SSi as an isolated structure.

E_HOMO (spin up / spin down): -7.190 / -7.438 eV
multiplicity: 2
gap between HOMO and LUMO (spin up / spin down): 7.10 / 7.35 eV
expectation value of S²: 0.7713

Cartesian coordinates (Å):
Co: 0.590 0.378 0.708
C: 2.782 -2.622 -1.537
C: 2.113 -1.409 -0.972
N: 0.923 -1.368 -0.502
N: 0.243 -2.551 -0.383
C: -1.097 -2.634 -0.637
N: -1.636 -3.797 -0.157
S: -1.947 -1.542 -1.519
C: 2.830 -0.110 -0.930
C: 4.043 0.102 -1.569
C: 4.623 1.359 -1.510
C: 3.979 2.364 -0.812
C: 2.781 2.071 -0.183
N: 2.228 0.865 -0.234
H: 2.049 -3.386 -1.787
H: 3.510 -3.042 -0.839
H: 3.310 -2.368 -2.455
H: 0.744 -3.364 -0.064
H: -1.301 -4.139 0.731
H: -2.629 -3.872 -0.300
H: 4.527 -0.695 -2.112
H: 5.566 1.546 -2.007
H: 4.394 3.360 -0.741
H: 2.232 2.807 0.390
N: -0.403 2.503 1.820
N: -1.584 2.649 1.084
C: -1.671 2.172 -0.187
N: -2.840 2.410 -0.787
N: -0.617 1.539 -0.686
N: -0.587 1.309 -2.052
O: -1.569 1.516 -2.760
O: 0.470 0.919 -2.488
H: -0.496 1.667 2.401
H: -0.254 3.345 2.360
H: -2.449 2.609 1.604
H: -3.471 3.073 -0.376
H: -2.960 2.078 -1.731
C: 1.774 -0.158 2.199
H: 2.507 -0.925 1.910
H: 1.219 -0.546 3.058
H: 2.354 0.708 2.549
C: -0.989 -2.367 3.428
Si: -1.829 -0.797 2.802
C: -1.990 0.351 4.295
C: -3.572 -1.256 2.266
O: -1.052 -0.086 1.601
H: -1.570 -2.850 4.218
H: 0.006 -2.151 3.821
H: -0.871 -3.088 2.617
H: -2.493 -0.142 5.132
H: -2.570 1.246 4.049
H: -1.005 0.674 4.647
H: -4.166 -1.651 3.096
H: -3.548 -2.005 1.470
H: -4.092 -0.383 1.861

No. 8
The following is a DFT calculation (ωB97M-V/def2-TZVPD) of one molecule with the formula C4H8N2O3.

E_HOMO: -9.656 eV
SMILES: N[C@@H](C/N=C\O)C(=O)O
gap between HOMO and LUMO: 10.07 eV

Cartesian coordinates (Å):
N: 1.703 -1.962 0.877
C: 1.176 -0.656 1.231
C: 1.584 0.370 0.168
N: 1.486 1.726 0.663
C: 0.415 2.397 0.568
O: -0.823 2.005 0.236
C: -0.336 -0.681 1.439
O: -0.895 -0.562 2.502
H: 1.587 -2.632 1.630
H: 1.246 -2.339 0.051
H: 1.606 -0.352 2.195
H: 2.633 0.166 -0.080
H: 0.998 0.187 -0.751
H: 0.411 3.452 0.861
O: -1.023 -1.038 0.286
H: -1.950 -1.210 0.501
H: -0.920 1.045 -0.049

No. 9
The following is a DFT calculation (ωB97M-V/def2-TZVPD) of C51H62Ge2N2O5S5Ti as an isolated structure.

E_HOMO (spin up / spin down): -0.929 / -2.461 eV
multiplicity: 3
net charge: -2
gap between HOMO and LUMO (spin up / spin down): 4.95 / 6.47 eV
expectation value of S²: 2.0443

Cartesian coordinates (Å):
Ti: 1.572 1.926 2.585
N: 3.340 -1.298 3.600
C: 3.062 0.009 3.181
O: 1.985 0.536 3.759
C: 4.232 0.983 3.105
C: 3.662 2.359 2.705
H: 2.481 -1.826 3.692
H: 3.983 -1.760 2.974
H: 4.990 0.596 2.419
H: 4.653 1.010 4.115
H: 4.026 2.650 1.716
H: 3.958 3.116 3.432
C: -4.434 -5.302 2.126
C: -4.502 -3.872 1.657
C: -4.536 -2.824 2.565
C: -4.510 -1.495 2.150
C: -4.526 -0.389 3.171
C: -4.437 -1.217 0.781
C: -4.425 -2.262 -0.150
C: -4.272 -1.977 -1.619
C: -4.468 -3.574 0.302
C: -4.447 0.207 0.309
C: -5.698 0.766 0.045
C: -5.813 2.091 -0.347
C: -4.660 2.852 -0.471
C: -3.403 2.301 -0.219
C: -3.280 0.962 0.159
Ge: -1.517 0.151 0.632
S: -0.863 0.933 2.534
S: -1.361 -2.036 0.512
Ge: 1.115 -1.223 -0.204
S: 2.630 -0.011 1.065
S: -0.057 0.579 -1.072
C: 2.165 -1.835 -1.899
C: 1.657 -3.044 -2.361
C: 2.326 -3.805 -3.324
C: 3.534 -3.373 -3.844
C: 4.040 -2.149 -3.418
C: 3.371 -1.375 -2.465
C: 3.968 -0.031 -2.197
C: 5.092 0.101 -1.375
C: 5.693 -1.099 -0.693
C: 5.613 1.365 -1.134
C: 5.044 2.504 -1.688
C: 5.560 3.877 -1.349
C: 3.965 2.347 -2.545
C: 3.425 1.097 -2.822
C: 2.271 0.987 -3.785
C: 0.331 -3.588 -1.905
C: -0.824 -3.226 -2.598
C: -0.787 -2.103 -3.599
C: -2.003 -3.930 -2.371
C: -2.062 -4.975 -1.462
C: -3.304 -5.816 -1.321
C: -0.924 -5.262 -0.717
C: 0.270 -4.581 -0.922
C: 1.484 -4.903 -0.093
C: -2.243 3.232 -0.407
C: -1.842 4.066 0.637
C: -2.458 4.002 2.008
C: -0.822 4.995 0.406
C: -0.217 5.122 -0.834
C: 0.910 6.097 -1.054
C: -0.664 4.308 -1.872
C: -1.671 3.375 -1.682
C: -2.133 2.524 -2.835
H: -4.779 -5.397 3.156
H: -3.402 -5.658 2.086
H: -5.038 -5.959 1.497
H: -4.566 -3.039 3.628
H: -4.827 -0.772 4.147
H: -5.208 0.412 2.881
H: -3.534 0.056 3.278
H: -4.923 -1.166 -1.947
H: -4.488 -2.868 -2.212
H: -3.239 -1.676 -1.819
H: -4.434 -4.385 -0.426
H: -6.580 0.147 0.169
H: -6.786 2.525 -0.549
H: -4.719 3.894 -0.765
H: 1.883 -4.740 -3.653
H: 4.064 -3.965 -4.580
H: 4.963 -1.764 -3.838
H: 5.955 -1.883 -1.404
H: 4.965 -1.520 0.005
H: 6.585 -0.816 -0.133
H: 6.466 1.466 -0.470
H: 6.516 3.821 -0.827
H: 4.854 4.391 -0.693
H: 5.688 4.486 -2.246
H: 3.522 3.224 -3.010
H: 2.282 1.823 -4.487
H: 1.319 1.008 -3.251
H: 2.305 0.054 -4.347
H: -0.162 -2.362 -4.458
H: -0.365 -1.201 -3.148
H: -1.791 -1.872 -3.956
H: -2.894 -3.656 -2.929
H: -4.167 -5.323 -1.771
H: -3.532 -6.020 -0.272
H: -3.172 -6.778 -1.823
H: -0.964 -6.042 0.038
H: 1.288 -5.743 0.574
H: 1.756 -4.036 0.515
H: 2.344 -5.142 -0.721
H: -3.358 3.393 2.026
H: -2.694 5.008 2.365
H: -1.747 3.553 2.704
H: -0.499 5.623 1.232
H: 1.106 6.676 -0.152
H: 0.681 6.790 -1.867
H: 1.829 5.569 -1.320
H: -0.219 4.410 -2.857
H: -1.731 2.903 -3.776
H: -3.222 2.496 -2.898
H: -1.786 1.497 -2.704
O: 3.325 2.030 6.085
H: 2.668 2.748 6.087
H: 2.870 1.339 5.583
O: -0.136 1.221 5.998
H: 0.275 2.101 5.992
H: -0.211 0.972 5.067
O: 1.441 2.716 0.610
H: 0.902 3.522 0.565
H: 1.062 2.079 -0.046
O: 1.115 3.923 5.760
S: 0.876 4.514 4.395
N: 1.027 3.531 3.225

Listing strongest force on any atom for the structures above in their given order: 0.0149; 0.1405; 0.0658; 0.0201; 0.0422; 0.3764; 0.0063; 0.0347; 0.0449 hartree/bohr.